Record 1
Formula: C47H50Br2CsN5OP2Te
Source: the OMol25 dataset
Level of theory: wB97M-V/def2-TZVPD

Results
HOMO level (eV): -6.30
Energy relative to the best compared isomer or geometry (same formula, charge and spin) (kcal per mole): 12.40
DFT total energy (eV): -225554.2746
Kohn-Sham gap (eV): 6.34
2S+1: 1

CARTESIAN COORDINATES (ANGSTROEM)
Cs 1.19827 -0.08132 1.08327
N 2.90063 0.19056 -2.83631
C 2.81817 1.51830 -3.45466
C 3.70972 2.51029 -2.72856
N 3.27610 2.64019 -1.34914
C 4.19380 3.41429 -0.53050
C 3.62649 3.63960 0.85764
N 3.36780 2.36832 1.53918
H 1.98513 -0.24155 -2.79229
H 3.52087 -0.41993 -3.35273
H 3.09054 1.49420 -4.51441
H 1.78478 1.86688 -3.39399
H 4.76006 2.17925 -2.80634
H 3.64391 3.48691 -3.21748
H 3.21785 1.70337 -0.96509
H 5.18724 2.93833 -0.45980
H 4.34943 4.38803 -1.00346
H 4.29765 4.29939 1.42021
H 2.67198 4.15445 0.74296
H 4.23562 1.93496 1.83639
H 2.82057 2.52377 2.38088
C 1.64969 -3.71931 2.59930
C 1.27718 -2.96467 3.84852
C 1.31800 -3.58849 5.11201
C 1.01336 -2.86035 6.22665
C 0.66951 -1.49688 6.11019
C 0.36168 -0.64806 7.20184
Br 0.36941 -1.32102 8.98106
C 0.06435 0.66824 6.99145
C 0.04854 1.20164 5.69962
Br -0.36599 3.03648 5.46364
C 0.31665 0.45320 4.54693
O 0.30453 0.90342 3.36412
C 0.64638 -0.95310 4.80279
N 0.94632 -1.70179 3.71364
H 1.72639 -4.79085 2.77994
H 2.61417 -3.37294 2.21716
H 0.91068 -3.56032 1.81022
H 1.58821 -4.63391 5.18860
H 1.03671 -3.31650 7.20731
H -0.16265 1.31302 7.82969
C -0.81294 2.83891 -1.98628
N -1.34423 1.59175 -1.42152
P -2.05941 1.46528 0.15099
C -3.84511 1.69386 -0.19283
C -4.74522 0.92347 0.53593
C -6.11016 1.01085 0.29113
C -6.58322 1.86370 -0.69443
C -5.69200 2.64246 -1.42452
C -4.33242 2.56117 -1.16886
C -1.64202 3.07303 0.91756
C -0.30518 3.43447 1.10969
C 0.01809 4.58357 1.80802
C -0.98018 5.38823 2.34157
C -2.30650 5.03750 2.16484
C -2.63472 3.88935 1.45491
P -0.73914 0.16563 -2.19555
C -1.87070 -1.13119 -1.55204
C -1.31081 -2.17935 -0.82813
C -2.10272 -3.18891 -0.29934
C -3.47329 -3.15687 -0.50118
C -4.04347 -2.12790 -1.24214
C -3.24849 -1.12402 -1.76940
C -1.37922 0.34386 -3.90280
C -0.67381 -0.31828 -4.90380
C -1.10902 -0.28056 -6.22138
C -2.24670 0.44020 -6.55171
C -2.94705 1.11997 -5.56262
C -2.51641 1.07084 -4.24624
H -1.33257 3.69240 -1.55621
H -0.96362 2.85965 -3.06837
H 0.25765 2.95942 -1.78491
H -4.36993 0.23786 1.28775
H -6.80145 0.40561 0.86360
H -7.64550 1.92734 -0.89281
H -6.06087 3.31767 -2.18658
H -3.64079 3.18051 -1.72853
H 0.50023 2.82617 0.71018
H 1.05500 4.85247 1.96106
H -0.71900 6.27763 2.90018
H -3.09422 5.65209 2.58123
H -3.67733 3.63013 1.32842
H -0.23752 -2.21012 -0.68246
H -1.64813 -3.99434 0.26395
H -4.10035 -3.93695 -0.08883
H -5.11356 -2.10655 -1.40476
H -3.70488 -0.32791 -2.34272
H 0.22573 -0.87017 -4.65003
H -0.55548 -0.80505 -6.98956
H -2.58504 0.47911 -7.57902
H -3.83177 1.68844 -5.82012
H -3.06149 1.60164 -3.47481
C 4.64594 -3.97930 0.03924
Te 4.44821 -1.98161 -0.71408
C 2.66886 -2.71039 -1.65838
C 2.37494 -4.05158 -1.03447
C 1.16010 -4.69157 -1.27463
C 0.88225 -5.91762 -0.69516
C 1.82734 -6.52379 0.12607
C 3.04013 -5.89822 0.35777
C 3.32359 -4.66037 -0.21554
H 4.88306 -3.95462 1.10167
H 5.45863 -4.48177 -0.48284
H 2.83631 -2.79981 -2.73179
H 1.85125 -2.00580 -1.50844
H 0.42524 -4.21989 -1.91713
H -0.06784 -6.40046 -0.88445
H 1.61637 -7.48072 0.58534
H 3.77690 -6.36665 0.99980

---

Record 2
Formula: C47H50Cl3F3GeN7O3PbSSi3
Source: the OMol25 dataset
Level of theory: wB97M-V/def2-TZVPD

Results
HOMO level (alpha / beta) (eV): -2.12 / -3.15
DFT total energy (eV): -208084.7586
Kohn-Sham gap (alpha / beta) (eV): 5.39 / 6.41
2S+1: 2
Charge: -2

CARTESIAN COORDINATES (ANGSTROEM)
Pb -0.23794 -0.69102 0.50888
O 1.18971 7.17258 -0.01177
C 1.83622 6.33530 -0.59362
O 2.71140 6.49315 -1.53100
C 1.49754 4.87910 -0.23982
C 2.15991 3.78653 -0.77255
C 1.70154 2.52099 -0.39725
N 0.64364 2.25297 0.35815
C 0.04251 3.29163 0.92608
C 0.45777 4.59674 0.65139
C -1.12083 2.93928 1.77186
C -2.30344 3.62563 1.76895
C -3.36060 3.21181 2.52497
C -3.13680 2.11763 3.39786
C -1.86323 1.52407 3.34355
N -0.86760 1.91095 2.60498
C 2.38534 1.35586 -1.00283
C 3.71090 1.05883 -0.82688
C 4.24619 -0.17284 -1.29236
C 3.40978 -1.05175 -1.92285
C 2.12755 -0.71290 -2.23183
N 1.54309 0.50066 -1.80340
H 3.05961 3.91108 -1.40849
H -0.07112 5.39824 1.08821
H -2.38153 4.47503 1.13984
H -4.35563 3.64238 2.50051
H -3.91862 1.64741 4.04604
H -1.57753 0.65812 4.00204
H 4.31521 1.58995 -0.14779
H 5.27183 -0.35217 -1.00607
H 3.65126 -2.09395 -2.07200
H 1.42842 -1.42117 -2.65089
C 3.78888 -5.13723 2.49755
Si 4.75771 -3.70583 1.70670
C 5.03848 -4.05969 -0.10851
C 6.41965 -3.51573 2.45725
C 3.87764 -1.99929 2.02323
C 4.54134 -1.00295 2.63164
C 3.95832 0.22468 2.87838
C 2.59638 0.36556 2.62448
N 1.90087 -0.62880 2.08600
C 2.50361 -1.75661 1.71139
S 1.50426 -2.85855 0.86250
H 4.33578 -6.13064 2.41867
H 2.83521 -5.12908 1.99906
H 3.64814 -4.91585 3.51148
H 5.47040 -5.07820 -0.23650
H 5.81140 -3.35438 -0.50668
H 4.14205 -4.11461 -0.73348
H 7.06729 -4.36640 2.34335
H 6.28724 -3.33931 3.52466
H 7.02369 -2.70574 1.98671
H 5.54794 -1.11476 3.02035
H 4.62170 0.90485 3.40201
H 1.99406 1.22789 2.89703
Cl -7.48856 1.92242 2.27676
Ge -6.18059 0.02877 2.29795
Cl -6.11625 0.04747 4.61506
Cl -7.86566 -1.47154 2.26861
C -0.11939 -0.24722 -4.06487
Si 0.20463 1.20067 -2.91564
C -1.34095 1.79692 -1.97257
C 0.98002 2.71606 -3.67840
C 2.15115 2.53291 -4.38884
C 2.87865 3.62297 -4.87388
C 2.39054 4.90588 -4.69975
C 1.17648 5.10197 -4.06974
C 0.53078 4.04568 -3.49040
H -0.69717 0.10377 -4.91689
H -0.76635 -1.03198 -3.54372
H 0.73625 -0.62127 -4.59107
H -1.65810 2.74533 -2.38135
H -1.19135 1.90518 -0.88092
H -2.27104 -0.08544 -2.19426
H 2.58099 1.53772 -4.58770
H 3.85475 3.49558 -5.26439
H 2.85958 5.71561 -5.16763
H 0.86822 6.13175 -3.91164
H -0.26840 4.23303 -2.75776
N -4.42309 3.52934 -5.82700
C -4.19067 2.98787 -4.85577
C -3.87953 2.46544 -3.55216
C -4.33679 3.09407 -2.39264
C -4.29711 2.33743 -1.20669
C -3.52451 1.20290 -1.06764
N -2.56336 0.93266 -2.15223
C -3.23989 1.18089 -3.48515
H -4.89248 4.03721 -2.47558
H -5.01195 2.53295 -0.43524
H -3.54628 0.56376 -0.22086
H -2.99567 0.54884 -4.33463
C -3.33432 -3.18019 -3.08098
Si -1.98437 -3.15323 -1.76223
C -0.45811 -4.16672 -2.33989
C -2.54370 -3.92358 -0.12539
O -1.39304 -1.73308 -1.37582
H -4.20417 -2.62971 -2.80697
H -3.68483 -4.22110 -3.23504
H -2.96402 -2.85530 -4.08730
H -0.63840 -5.22668 -2.67269
H 0.29229 -4.16031 -1.48892
H 0.05837 -3.65687 -3.15140
H -2.96590 -4.94796 -0.24331
H -3.36324 -3.44829 0.39591
H -1.64745 -3.94526 0.46787
F -2.69237 -4.63865 6.33178
C -2.99212 -3.31526 6.27483
F -4.32964 -3.21024 6.45631
F -2.46232 -2.66321 7.29423
C -2.44617 -2.77650 4.99883
C -3.24618 -2.32044 3.98861
C -2.67784 -1.89707 2.79815
N -1.34681 -1.83356 2.68158
C -0.54126 -2.22438 3.66259
C -1.09895 -2.70499 4.84210
H -4.32832 -2.29708 4.17234
H -3.28913 -1.50268 1.99856
H 0.52983 -2.20440 3.57437
H -0.46134 -3.11831 5.61135

---

Record 3
Formula: C47H50FGe2N3O9PbSe
Source: the OMol25 dataset
Level of theory: wB97M-V/def2-TZVPD

Results
HOMO level (eV): -7.32
Energy relative to the best compared isomer or geometry (same formula, charge and spin) (kcal per mole): 31.31
DFT total energy (eV): -258790.0702
Kohn-Sham gap (eV): 6.61
2S+1: 1

CARTESIAN COORDINATES (ANGSTROEM)
Pb 0.14607 0.68563 0.70521
C 0.25433 1.85932 4.03645
O -0.70348 1.64422 3.01752
C -1.71587 2.57025 2.86076
C -2.18309 3.33431 3.92008
C -3.24048 4.21426 3.75770
C -3.82669 4.35596 2.51355
C -3.34973 3.62565 1.44754
C -2.29907 2.71331 1.58651
N -1.81303 1.99624 0.48813
N -2.43781 2.29134 -0.60174
C -2.11861 1.93542 -1.83423
C -1.11529 1.00383 -2.26839
O -0.59264 0.13366 -1.48924
C -0.74159 1.02589 -3.64865
C -1.34446 1.83898 -4.54704
C -2.49019 2.60669 -4.18978
C -3.23797 3.31225 -5.14565
C -4.38980 3.97260 -4.79096
C -4.82648 3.94605 -3.46557
C -4.09312 3.28411 -2.50922
C -2.90954 2.61454 -2.84322
H 0.72385 2.83954 3.92776
H -0.18901 1.76461 5.03130
H 1.00840 1.08506 3.90799
H -1.72103 3.25046 4.88986
H -3.59244 4.79468 4.59661
H -4.64535 5.04469 2.36857
H -3.76914 3.75393 0.46425
H 0.08044 0.38516 -3.93040
H -0.99649 1.88261 -5.57008
H -2.90376 3.31646 -6.17364
H -4.97158 4.49838 -5.53412
H -5.74556 4.44857 -3.19478
H -4.42837 3.24300 -1.48522
C -2.14306 -3.98889 6.11275
C -1.27094 -4.98633 5.34741
C -0.27405 -5.62443 6.31022
C 0.72156 -6.48660 5.54894
C 1.46781 -5.60583 4.59655
C 2.78371 -5.84012 4.26304
C 3.43108 -5.00493 3.36050
F 4.70587 -5.27800 3.03112
C 2.80177 -3.92153 2.80221
C 1.46745 -3.67181 3.12715
C 0.77497 -2.54847 2.47736
O 1.38937 -1.61669 1.97240
C -0.66695 -2.70685 2.50195
C -1.24646 -3.55031 3.39668
N -0.55713 -4.31813 4.25903
C 0.78885 -4.52010 4.01909
C -1.51073 -2.15094 1.41601
O -2.72012 -2.15188 1.44797
O -0.79660 -1.77207 0.38616
H -2.57587 -4.48977 6.97578
H -2.95533 -3.59801 5.50775
H -1.53727 -3.15305 6.45750
H -1.91049 -5.76562 4.90843
H -0.81877 -6.22066 7.04055
H 0.26426 -4.83671 6.84195
H 0.18552 -7.26567 4.99939
H 1.41606 -6.97368 6.23166
H 3.31815 -6.67209 4.68880
H 3.30404 -3.27871 2.09831
H -2.32464 -3.63107 3.40300
C -2.34306 -5.19754 -1.74654
C -1.60845 -4.32348 -0.73768
Ge -1.23076 -2.40506 -1.32987
C -2.94733 -1.67477 -2.11095
C -2.95836 -1.74206 -3.63049
C 0.35029 -2.69152 -2.47870
C 1.54041 -2.20811 -2.83668
Ge 2.79492 -0.76986 -2.06876
C 3.65620 0.35678 -3.52269
C 4.81925 -0.18182 -4.34430
C 3.84869 -1.44485 -0.46210
C 4.90414 -2.52802 -0.63013
C 2.20543 -2.92305 -3.94741
C 1.47540 -3.42279 -5.02939
C 2.09255 -4.16033 -6.02157
C 3.45464 -4.40553 -5.96561
C 4.19809 -3.87868 -4.92364
C 3.57765 -3.14598 -3.92967
H -2.52609 -6.18955 -1.32861
H -1.75640 -5.31000 -2.65648
H -3.30465 -4.76197 -2.01034
H -0.64765 -4.78773 -0.50225
H -2.18301 -4.30316 0.18781
H -3.10880 -0.65527 -1.76821
H -3.74127 -2.29521 -1.69433
H -2.15720 -1.12894 -4.03789
H -3.90713 -1.37354 -4.01961
H -2.82394 -2.76586 -3.97792
H 0.04111 -3.57776 -3.04168
H 3.98600 1.23613 -2.96487
H 2.84710 0.68609 -4.17904
H 5.61058 -0.55153 -3.69739
H 5.22892 0.62615 -4.94909
H 4.51270 -0.98723 -5.00698
H 3.07315 -1.76314 0.24079
H 4.30132 -0.54032 -0.04654
H 4.45752 -3.45883 -0.97325
H 5.39203 -2.71937 0.32461
H 5.67240 -2.22386 -1.33866
H 0.41592 -3.22004 -5.09546
H 1.50447 -4.54923 -6.84040
H 3.93246 -4.99551 -6.73149
H 5.26496 -4.03676 -4.88228
H 4.15603 -2.74539 -3.11225
O 3.66278 2.56840 -0.92838
Se 2.15579 2.24558 -1.20513
O 1.19902 2.70502 0.01009
O 1.96525 0.50987 -1.11150
O 1.64584 2.71766 -2.60302

---

Record 4
Formula: C47H50IrN6O3
Source: the OMol25 dataset
Level of theory: wB97M-V/def2-TZVPD

Results
HOMO level (eV): -9.30
Energy relative to the best compared isomer or geometry (same formula, charge and spin) (kcal per mole): 5.67
DFT total energy (eV): -67472.1575
Kohn-Sham gap (eV): 6.04
2S+1: 1
Charge: +1

CARTESIAN COORDINATES (ANGSTROEM)
Ir 1.31870 0.40282 0.30490
C 5.03391 0.97255 2.26694
C 3.63835 0.65290 1.86163
N 3.12915 0.99373 0.72490
N 3.81419 1.62316 -0.26147
C 3.06945 1.72019 -1.35695
O 1.86023 1.26446 -1.47758
C 3.65775 2.39317 -2.52982
C 5.00481 2.75203 -2.54213
C 5.53833 3.39042 -3.64798
C 4.73234 3.67910 -4.74117
C 3.39012 3.32556 -4.73042
C 2.85199 2.68093 -3.62972
C 2.69886 -0.04627 2.73546
C 3.02218 -0.45447 4.02213
C 2.05964 -1.05852 4.81089
C 0.78041 -1.23183 4.30827
C 0.51439 -0.81327 3.01841
N 1.44641 -0.26492 2.24165
H 5.54530 1.47094 1.44902
H 5.58004 0.06616 2.53516
H 5.03257 1.63705 3.13321
H 5.62021 2.53078 -1.68206
H 6.58374 3.66807 -3.65773
H 5.15110 4.18303 -5.60227
H 2.76253 3.55559 -5.58093
H 1.80870 2.39892 -3.60866
H 4.01647 -0.27475 4.40380
H 2.30182 -1.37494 5.81614
H -0.00718 -1.67209 4.90166
H -0.47133 -0.90898 2.58147
C -4.10407 -3.90861 0.36880
C -3.98417 -2.93591 -0.81405
C -3.80462 -3.72660 -2.11783
C -5.26806 -2.11259 -0.90838
C -2.76387 -2.05551 -0.59525
C -2.83262 -0.67455 -0.48384
C -1.68289 0.06162 -0.26170
N -0.48638 -0.50258 -0.14910
C -0.37823 -1.84747 -0.27631
C -1.49235 -2.63067 -0.50000
C 1.00743 -2.38628 -0.26371
C 1.32037 -3.73074 -0.24382
C 2.64472 -4.15967 -0.34598
C 3.60550 -3.17029 -0.53037
C 3.24062 -1.83742 -0.50584
N 1.97893 -1.44850 -0.33878
C 2.98450 -5.64214 -0.30956
C 4.47870 -5.86945 -0.07127
C 2.59180 -6.24431 -1.66844
C 2.19425 -6.33647 0.80749
H -4.98654 -4.53613 0.24022
H -4.20632 -3.36871 1.31175
H -3.23667 -4.56634 0.44302
H -4.68795 -4.34050 -2.29732
H -2.94274 -4.39390 -2.07728
H -3.67843 -3.05589 -2.96896
H -6.11810 -2.78501 -1.02531
H -5.25624 -1.43838 -1.76705
H -5.43754 -1.52292 -0.00629
H -3.76395 -0.13425 -0.58069
H -1.70567 1.13413 -0.15784
H -1.37495 -3.69660 -0.62960
H 0.52290 -4.45273 -0.15180
H 4.64741 -3.41459 -0.67112
H 3.97291 -1.04773 -0.62334
H 5.08132 -5.55039 -0.92273
H 4.66317 -6.93356 0.07290
H 4.82975 -5.34616 0.81993
H 3.12956 -5.75848 -2.48376
H 1.52155 -6.14043 -1.85490
H 2.83590 -7.30730 -1.68482
H 2.36114 -5.85347 1.77176
H 2.51880 -7.37362 0.88979
H 1.12213 -6.35077 0.60983
C -6.41924 2.61515 0.19135
C -5.21224 2.95670 -0.64215
C -5.33488 3.02762 -2.02499
C -4.23752 3.32532 -2.82077
C -3.01996 3.60301 -2.23132
C -2.87725 3.55103 -0.84295
N -1.59804 3.80230 -0.31342
C -1.31294 4.47384 0.86733
C -2.11411 5.57387 1.19479
C -1.87625 6.31573 2.33275
C -0.81506 6.00059 3.16952
C -0.00767 4.92729 2.85244
C -0.23259 4.13707 1.72613
C 0.68592 2.94243 1.59023
O 1.63337 2.79875 2.32601
O 0.34331 2.06897 0.64385
C -3.96710 3.17951 -0.03461
C -3.80652 2.95325 1.44433
H -7.31469 2.58176 -0.42693
H -6.58009 3.34905 0.98221
H -6.31634 1.64167 0.67845
H -6.30091 2.84780 -2.48076
H -4.34201 3.37555 -3.89657
H -2.16463 3.88996 -2.82989
H -0.83850 3.26803 -0.70154
H -2.92322 5.84034 0.52611
H -2.51319 7.16149 2.55878
H -0.61985 6.59079 4.05405
H 0.82764 4.65631 3.48383
H -4.03435 3.84677 2.03013
H -2.78424 2.66796 1.69227
H -4.47304 2.16051 1.78618

---

> What is the DFT total energy in the third record?

-258790.0702 eV

---

> Among the records above, which one has the highest 2S+1?

C47H50Cl3F3GeN7O3PbSSi3